--- A ---
{"formula": "C3H8N2", "method": "ωB97M-V with the def2-TZVPD basis set", "species": ["H", "N", "C", "N", "C", "C", "H", "H", "H", "H", "H", "H", "H"], "xyz": [[-1.7714, -1.7563, -0.1605], [-1.8161, -0.6926, -0.2510], [-0.6394, -0.0767, -0.0041], [-0.7022, 1.3192, 0.2177], [0.7346, -0.6372, 0.3862], [1.9659, 0.0264, -0.3030], [0.1871, 1.8567, -0.2283], [-1.5598, 1.5734, -0.2956], [0.7729, -0.6800, 1.5786], [0.7811, -1.7295, 0.0977], [2.1086, 1.1174, -0.0537], [1.9886, -0.2184, -1.4389], [2.7539, -0.4237, 0.2583]], "lowdin_charge": [0.05, 0.06, -0.50, 0.05, -0.23, -0.13, 0.13, 0.08, 0.15, 0.11, 0.07, 0.11, 0.04], "lumo_ev": 0.92, "multiplicity": 1, "orbital_gap_ev": 10.25}


--- B ---
{"formula": "C3H8N2", "method": "ωB97M-V with the def2-TZVPD basis set", "species": ["C", "N", "C", "H", "H", "H", "H", "H", "C", "N", "H", "H", "H"], "xyz": [[-1.5610, 1.1366, 2.1470], [-0.5931, 1.9552, 1.8374], [0.0629, 1.6312, 0.5950], [-2.2130, 1.4435, 3.1631], [-1.2645, 0.1502, 1.7016], [0.8047, 2.3076, 0.3931], [0.6932, 0.7753, 0.7636], [-0.7544, 1.5667, -0.1917], [0.4421, -2.0397, -1.9749], [1.5903, -2.6306, -2.3307], [-0.0776, -2.5373, -1.1668], [0.1114, -1.1541, -2.6864], [2.0561, -2.1930, -3.1253]], "lowdin_charge": [-0.09, -0.13, -0.18, 0.12, 0.07, 0.03, 0.07, 0.11, -0.12, -0.02, 0.04, 0.09, 0.01], "lumo_ev": 0.84, "multiplicity": 1, "orbital_gap_ev": 10.36}


Stability, descending: A, B


--- A ---
{"formula": "C3H8N2", "method": "ωB97M-V with the def2-TZVPD basis set", "species": ["N", "C", "C", "C", "N", "H", "H", "H", "H", "H", "H", "H", "H"], "xyz": [[1.2254, 0.9372, -1.0216], [-0.1030, 0.2369, -0.9801], [-0.6631, 0.1685, 0.4369], [0.1165, -0.8281, 1.3052], [-1.1876, -1.1530, 0.7330], [1.8588, 0.6369, -1.8472], [1.0654, 2.0249, -1.2167], [-0.7929, 0.7479, -1.7317], [0.0575, -0.7757, -1.2986], [-1.0340, 1.0686, 0.8487], [1.1318, -1.2289, 0.8409], [0.2095, -0.6835, 2.4010], [-1.8843, -1.1518, 1.5301]], "lowdin_charge": [-0.07, -0.27, -0.33, -0.17, -0.02, 0.09, 0.11, 0.12, 0.09, 0.11, 0.13, 0.10, 0.12], "lumo_ev": 1.15, "multiplicity": 1, "orbital_gap_ev": 10.24}


--- B ---
{"formula": "C3H8N2", "method": "ωB97M-V with the def2-TZVPD basis set", "species": ["C", "N", "N", "C", "C", "H", "H", "H", "H", "H", "H", "H", "H"], "xyz": [[-1.8294, -0.2154, 0.0372], [-0.7208, -0.8220, -0.0160], [0.3283, -0.0574, -0.3226], [0.2602, 1.4000, 0.0543], [1.6544, -0.6368, 0.0816], [-2.0659, 0.8424, -0.1590], [-2.7545, -0.8478, 0.3775], [1.3260, 1.7504, -0.0753], [-0.0777, 1.6375, 1.1194], [-0.2963, 2.0268, -0.6276], [2.3322, -1.1012, -0.8173], [2.3992, 0.1105, 0.6943], [1.3742, -1.5493, 0.8196]], "lowdin_charge": [-0.10, -0.06, -0.30, -0.11, -0.12, 0.06, 0.09, 0.08, 0.11, 0.06, 0.10, 0.10, 0.10], "lumo_ev": 1.03, "multiplicity": 1, "orbital_gap_ev": 9.54}


--- C ---
{"formula": "C3H8N2", "method": "ωB97M-V with the def2-TZVPD basis set", "species": ["C", "C", "C", "N", "N", "H", "H", "H", "H", "H", "H", "H", "H"], "xyz": [[0.1370, 1.7155, 1.1893], [-0.0031, 0.4168, 1.0258], [-0.8363, -0.3506, 0.0750], [-0.1450, -1.4781, -0.7575], [0.7822, -1.0465, -1.6691], [0.7950, 2.2023, 1.8232], [-0.4800, 2.3005, 0.4857], [0.6113, -0.3782, 1.4792], [-1.6667, -0.8134, 0.6195], [-1.4153, 0.2707, -0.7453], [0.3309, -1.9762, -0.0580], [0.2597, -0.2804, -2.2704], [1.6303, -0.5824, -1.1973]], "lowdin_charge": [0.01, -0.23, -0.23, -0.19, -0.08, 0.03, 0.07, 0.11, 0.10, 0.14, 0.06, 0.12, 0.09], "lumo_ev": 1.11, "multiplicity": 1, "orbital_gap_ev": 9.65}


Stability, descending: A, C, B